Entry 1:
This record from the Open Molecules 2025 dataset describes C29H33CrN14O7PSSe as an isolated structure at a distorted geometry. The level of theory is ωB97M-V/def2-TZVPD.

Its expectation value of S² is 3.78. The relative energy (zero: lowest compared OMol25 entry of this formula, charge and spin) is 178.78 kJ/mol. The electronic energy comes out at -179689.70408 eV. The HOMO energy (alpha / beta) comes out at -10.91 / -10.91 eV. Its HOMO-LUMO gap (alpha / beta) is 7.41 / 7.15 eV.

```
! RIJCOSX wB97M-V def2-TZVPD def2/J DEFGRID3
* xyz 1 4
Cr 0.492 -0.325 -0.175
N -0.571 1.056 4.268
C -0.585 0.874 2.948
S -0.296 2.393 2.021
N -0.961 -0.279 2.492
N -0.888 -0.710 1.220
C -1.674 -1.685 0.908
C -1.641 -2.140 -0.458
C -2.327 -3.255 -0.914
C -2.242 -3.596 -2.252
C -1.509 -2.785 -3.100
C -0.832 -1.700 -2.571
N -0.880 -1.386 -1.280
H -0.265 1.941 4.626
H -0.477 0.242 4.857
H -2.352 -2.105 1.641
H -2.887 -3.858 -0.214
H -2.725 -4.487 -2.626
H -1.425 -3.011 -4.152
H -0.201 -1.083 -3.192
C 4.482 1.932 -3.747
N 3.699 1.210 -2.754
C 2.383 1.181 -2.524
N 2.138 0.521 -1.404
C 3.381 0.150 -0.987
N 4.337 0.562 -1.769
C 4.772 3.336 -3.256
C 6.060 3.752 -2.946
C 6.283 5.043 -2.481
C 5.230 5.922 -2.301
C 3.934 5.493 -2.576
C 3.715 4.208 -3.058
C 2.787 6.354 -2.350
N 2.740 7.601 -2.009
N 1.420 7.938 -1.908
C 0.735 6.878 -2.191
O 1.545 5.831 -2.483
C -0.701 6.663 -2.198
C -1.607 7.693 -1.964
C -2.961 7.407 -1.948
C -3.418 6.113 -2.165
C -2.518 5.087 -2.418
C -2.984 3.669 -2.684
N -2.323 2.699 -1.821
C -1.134 2.092 -1.899
N -0.943 1.331 -0.830
C -2.091 1.522 -0.112
N -2.932 2.336 -0.685
C -1.164 5.371 -2.430
H 3.937 1.952 -4.691
H 5.407 1.375 -3.874
H 1.649 1.609 -3.184
H 3.571 -0.422 -0.105
H 6.890 3.068 -3.065
H 7.291 5.361 -2.252
H 5.385 6.931 -1.946
H 2.703 3.894 -3.276
H -1.239 8.696 -1.798
H -3.673 8.197 -1.757
H -4.481 5.907 -2.139
H -2.807 3.401 -3.727
H -4.045 3.583 -2.465
H -0.458 2.188 -2.730
H -2.319 1.073 0.835
H -0.442 4.588 -2.613
O 0.679 -4.180 -1.364
Se 1.731 -3.041 -1.022
O 1.908 -1.956 -2.183
O 1.124 -2.119 0.312
O 3.126 -3.623 -0.442
N 2.938 -2.932 2.114
C 3.809 -1.743 2.261
P 2.747 -0.229 2.563
O 2.052 -0.448 3.851
O 1.877 0.115 1.346
C 3.964 1.160 2.634
N 3.177 2.330 3.041
H 3.254 -3.539 1.310
H 2.023 -2.615 1.696
H 2.784 -3.423 2.988
H 4.454 -1.657 1.388
H 4.429 -1.846 3.150
H 4.375 1.327 1.638
H 4.781 0.931 3.325
H 3.696 3.187 2.883
H 2.986 2.270 4.035
H 0.941 2.616 2.570
*
```



Entry 2:
This record from the Open Molecules 2025 dataset describes C29H33F6N9O4S3Zr as an isolated structure at a distorted geometry. The level of theory is ωB97M-V/def2-TZVPD.

The relative energy (zero: lowest compared OMol25 entry of this formula, charge and spin) is 122.00 kJ/mol. The electronic energy comes out at -102290.56298 eV. The HOMO energy comes out at -12.94 eV. Its HOMO-LUMO gap is 7.09 eV.

```
! RIJCOSX wB97M-V def2-TZVPD def2/J DEFGRID3
* xyz 2 1
Zr -0.374 -0.451 0.804
C 3.823 -3.518 -3.596
C 2.681 -2.745 -2.997
C 2.514 -1.380 -3.254
C 1.484 -0.666 -2.672
C 0.585 -1.290 -1.816
N -0.509 -0.562 -1.246
C -1.619 -0.403 -2.111
C -1.574 -0.779 -3.455
C -2.643 -0.582 -4.310
C -3.840 -0.028 -3.870
C -5.020 0.146 -4.787
C -3.919 0.295 -2.526
C -2.840 0.124 -1.670
N -3.090 0.441 -0.281
C -3.970 1.322 0.199
C -4.053 1.171 1.574
C -3.170 0.151 1.862
N -2.569 -0.298 0.735
C 0.757 -2.639 -1.556
C 1.790 -3.360 -2.132
N -0.095 -3.300 -0.613
C -0.452 -4.592 -0.592
C -1.291 -4.795 0.482
C -1.398 -3.550 1.082
N -0.686 -2.633 0.418
H 4.163 -3.066 -4.526
H 3.541 -4.550 -3.802
H 4.671 -3.544 -2.908
H 3.193 -0.880 -3.934
H 1.343 0.385 -2.890
H -0.672 -1.224 -3.849
H -2.545 -0.881 -5.347
H -4.697 0.265 -5.820
H -5.613 1.018 -4.514
H -5.676 -0.726 -4.746
H -4.862 0.652 -2.130
H -4.493 1.993 -0.461
H -4.685 1.715 2.255
H -2.941 -0.309 2.810
H 1.935 -4.401 -1.868
H -0.105 -5.272 -1.352
H -1.759 -5.716 0.780
H -1.967 -3.264 1.951
F -0.980 -1.060 5.659
C -0.219 -2.074 5.286
F 0.751 -2.275 6.151
F -0.960 -3.157 5.144
S 0.559 -1.731 3.638
O -0.581 -1.092 2.853
O 1.031 -2.989 3.194
N 1.644 -0.621 3.897
S 1.615 0.797 3.198
O 2.825 1.512 3.371
O 1.099 0.753 1.794
C 0.338 1.823 4.100
F 0.251 1.411 5.346
F 0.749 3.075 4.051
F -0.852 1.733 3.520
C 6.052 0.348 0.579
N 4.721 -0.167 0.295
C 3.979 -0.850 1.160
N 4.441 -1.024 2.394
S 2.509 -1.567 0.632
H 6.396 0.907 -0.286
H 6.759 -0.460 0.775
H 6.030 1.033 1.428
H 4.356 -0.131 -0.643
H 5.316 -0.636 2.707
H 3.876 -1.525 3.059
C 0.688 4.939 0.536
C -0.738 4.464 0.226
C -1.178 4.912 -1.174
C -1.719 4.952 1.302
C -0.741 2.983 0.249
N -0.747 1.836 0.262
H 0.692 6.029 0.540
H 1.396 4.597 -0.219
H 1.019 4.592 1.515
H -1.107 5.998 -1.220
H -2.210 4.626 -1.379
H -0.538 4.492 -1.950
H -1.825 6.032 1.202
H -1.351 4.734 2.305
H -2.704 4.501 1.181
*
```



Entry 3:
This record from the Open Molecules 2025 dataset describes a 2-piece molecular cluster, C29H33FO4S2 overall at a distorted geometry. The level of theory is ωB97M-V/def2-TZVPD.

The electronic energy comes out at -63182.44231 eV. The HOMO energy comes out at -6.97 eV. Its HOMO-LUMO gap is 4.85 eV.

```
! RIJCOSX wB97M-V def2-TZVPD def2/J DEFGRID3
* xyz 0 1
C -5.433 3.082 3.235
C -4.597 2.098 2.467
C -3.935 1.070 3.140
C -3.209 0.080 2.464
C -2.616 -0.996 3.335
C -3.051 0.153 1.066
C -2.250 -0.881 0.288
C -2.935 -2.255 0.255
C -0.753 -1.017 0.710
C -0.045 0.256 0.688
C 1.270 0.518 1.057
C 1.783 1.848 0.829
C 0.954 2.864 0.104
C 3.050 2.190 1.263
C 3.889 1.279 1.913
C 5.261 1.693 2.362
C 3.402 -0.012 2.118
C 2.156 -0.438 1.691
C 1.795 -1.870 1.919
C -3.720 1.180 0.372
C -3.681 1.287 -1.137
C -4.456 2.138 1.079
H -5.890 3.830 2.578
H -6.234 2.564 3.780
H -4.817 3.604 3.977
H -4.009 1.020 4.225
H -2.403 -1.938 2.812
H -1.686 -0.648 3.828
H -3.334 -1.231 4.140
H -2.195 -0.548 -0.758
H -3.955 -2.143 -0.132
H -2.390 -2.942 -0.407
H -3.009 -2.726 1.242
H -0.698 -1.513 1.686
H -0.283 -1.710 -0.014
H -0.640 1.073 0.296
H 1.506 3.810 0.021
H 0.721 2.521 -0.918
H 0.014 3.075 0.637
H 3.401 3.209 1.096
H 5.774 0.860 2.859
H 5.867 2.017 1.503
H 5.202 2.539 3.062
H 4.055 -0.726 2.630
H 2.679 -2.435 2.240
H 1.058 -1.986 2.722
H 1.428 -2.356 1.011
H -4.260 2.158 -1.468
H -2.663 1.420 -1.536
H -4.131 0.412 -1.629
H -4.948 2.926 0.516
F -0.109 0.403 -2.650
C 0.820 -0.506 -2.288
S 2.472 0.116 -2.548
O 2.391 1.443 -3.118
O 3.331 -0.104 -1.397
C 2.906 -1.143 -3.758
C 2.002 -2.179 -3.950
C 2.215 -3.141 -4.923
C 3.373 -3.060 -5.693
C 4.279 -2.018 -5.503
C 4.045 -1.040 -4.541
S 0.473 -2.111 -3.003
O 0.518 -3.159 -1.998
O -0.690 -1.989 -3.858
H 1.475 -3.917 -5.060
H 3.562 -3.824 -6.445
H 5.188 -1.967 -6.101
H 4.713 -0.205 -4.384
*
```



Entry 4:
This record from the Open Molecules 2025 dataset describes C29H33GaI2LaO4PS2 as an isolated structure at a distorted geometry. The level of theory is ωB97M-V/def2-TZVPD.

The electronic energy comes out at -139151.78238 eV. The HOMO energy (alpha / beta) comes out at -18.69 / -18.74 eV. Its HOMO-LUMO gap (alpha / beta) is 2.72 / 2.66 eV.

```
! RIJCOSX wB97M-V def2-TZVPD def2/J DEFGRID3
* xyz 4 1
I -2.164 1.562 -0.911
I 4.054 1.696 -5.129
La 2.460 0.411 -3.046
Ga -0.018 0.358 -1.184
S -0.163 0.762 -3.883
S 1.317 2.463 -1.610
C -0.387 -1.686 -1.364
C -0.593 -0.622 -4.976
C 2.493 3.074 -0.362
C 0.210 -0.382 -6.256
C -0.505 -2.050 -4.462
C -2.056 -0.103 -5.054
C 3.336 4.091 -1.146
C 3.345 2.087 0.423
C 1.357 3.721 0.467
C 2.725 -1.961 -3.797
C 4.289 -0.325 -1.515
O -0.948 -2.696 -1.146
O 2.901 -2.927 -4.364
O 5.340 -0.420 -1.026
H 1.267 -0.641 -6.135
H 0.145 0.672 -6.550
H -0.246 -1.018 -7.016
H 0.304 -2.251 -3.751
H -0.325 -2.675 -5.343
H -1.460 -2.331 -4.012
H -2.502 -0.117 -4.051
H -2.572 -0.764 -5.731
H -2.041 0.932 -5.421
H 3.921 4.638 -0.406
H 2.683 4.772 -1.705
H 4.000 3.586 -1.858
H 3.291 2.422 1.466
H 4.385 2.149 0.091
H 3.010 1.045 0.384
H 1.851 4.283 1.243
H 0.707 2.942 0.879
H 0.767 4.375 -0.188
O 0.368 -0.011 0.754
P -0.712 -0.479 1.811
C -0.683 0.923 2.961
C 0.228 0.939 4.028
C 0.176 1.962 4.974
C -0.730 3.019 4.844
C -1.595 3.030 3.742
C -1.566 2.000 2.807
C -2.462 -1.008 1.488
C -3.233 -1.135 2.667
C -4.557 -1.576 2.643
C -5.199 -1.887 1.439
C -4.461 -1.745 0.255
C -3.135 -1.339 0.294
C 0.137 -1.905 2.534
C -0.309 -2.342 3.783
C 0.240 -3.483 4.357
C 1.250 -4.197 3.700
C 1.703 -3.744 2.455
C 1.158 -2.606 1.863
H 0.936 0.120 4.162
H 0.850 1.940 5.836
H -0.767 3.828 5.593
H -2.311 3.852 3.626
H -2.242 2.032 1.951
H -2.794 -0.887 3.639
H -5.111 -1.676 3.577
H -6.248 -2.233 1.414
H -4.939 -1.959 -0.709
H -2.658 -1.213 -0.674
H -1.090 -1.799 4.309
H -0.126 -3.819 5.326
H 1.677 -5.103 4.161
H 2.493 -4.299 1.942
H 1.531 -2.273 0.892
*
```



Entry 5:
This record from the Open Molecules 2025 dataset describes C29H33IN3PZr as an isolated structure. The level of theory is ωB97M-V/def2-TZVPD.

The relative energy (zero: lowest compared OMol25 entry of this formula, charge and spin) is 80.10 kJ/mol. The electronic energy comes out at -53737.59010 eV. The HOMO energy comes out at -13.54 eV. Its HOMO-LUMO gap is 6.21 eV.

```
! RIJCOSX wB97M-V def2-TZVPD def2/J DEFGRID3
* xyz 2 1
Zr 0.444 -0.612 -1.282
N -2.375 1.232 -1.053
P -2.193 -0.424 -0.718
C -3.669 -1.242 -1.302
C -4.391 -2.082 -0.456
C -5.503 -2.748 -0.948
C -5.885 -2.578 -2.271
C -5.160 -1.742 -3.115
C -4.047 -1.077 -2.638
C -1.961 -0.678 1.046
C -2.469 0.108 2.074
C -2.020 -0.096 3.370
C -1.063 -1.068 3.639
C -0.559 -1.863 2.619
C -1.014 -1.668 1.324
C -1.465 1.951 -1.809
C -1.783 3.220 -2.295
C -0.846 3.907 -3.032
C 0.403 3.331 -3.288
C 0.645 2.085 -2.786
N -0.265 1.395 -2.053
H -3.266 1.689 -0.903
H -4.095 -2.208 0.578
H -6.073 -3.396 -0.297
H -6.754 -3.099 -2.650
H -5.465 -1.616 -4.145
H -3.476 -0.434 -3.299
H -3.201 0.879 1.868
H -2.411 0.511 4.176
H -0.710 -1.205 4.653
H 0.176 -2.627 2.830
H -0.645 -2.339 0.540
H -2.757 3.644 -2.094
H -1.081 4.891 -3.417
H 1.156 3.845 -3.866
H 1.595 1.589 -2.968
I 0.214 -1.724 -3.662
C 4.584 2.096 3.018
C 3.337 1.775 2.246
C 2.235 2.625 2.282
C 1.096 2.333 1.546
C -0.093 3.253 1.522
C 1.080 1.163 0.796
C 2.154 0.248 0.774
C 3.292 0.605 1.486
N 1.960 -0.914 -0.009
C 2.922 -2.030 -0.258
C 2.048 -3.248 -0.593
C 3.777 -2.433 0.947
C 3.830 -1.652 -1.431
H 4.476 3.018 3.584
H 5.434 2.208 2.343
H 4.826 1.293 3.715
H 2.273 3.525 2.882
H 0.005 4.043 2.262
H -1.016 2.707 1.729
H -0.194 3.729 0.543
H 0.106 1.033 0.295
H 4.166 -0.022 1.484
H 1.584 -3.648 0.310
H 2.650 -4.035 -1.046
H 1.252 -3.052 -1.330
H 3.194 -2.449 1.869
H 4.651 -1.802 1.076
H 4.151 -3.442 0.769
H 3.254 -1.494 -2.348
H 4.550 -2.447 -1.628
H 4.386 -0.741 -1.203
*
```



Entry 6:
This record from the Open Molecules 2025 dataset describes a 3-piece molecular cluster, C29H33IN5O8P overall at a distorted geometry. The level of theory is ωB97M-V/def2-TZVPD.

The electronic energy comes out at -71821.68468 eV. The HOMO energy comes out at -9.18 eV. Its HOMO-LUMO gap is 7.70 eV.

```
! RIJCOSX wB97M-V def2-TZVPD def2/J DEFGRID3
* xyz 0 1
C -0.413 -1.705 2.207
C -1.344 -2.135 1.584
C -2.440 -2.788 0.782
P -2.850 -4.334 1.767
C -1.516 -5.540 1.375
O -2.535 -3.898 3.334
N -1.822 -2.944 -0.531
C -2.304 -3.981 -1.469
C -3.105 -3.468 -2.682
C -1.819 -1.627 -0.989
N -0.849 -1.233 -1.722
C -0.670 0.140 -2.195
C -0.567 1.166 -1.046
C 0.906 1.398 -0.631
I 1.134 3.472 -0.026
C 0.242 -2.231 -2.143
O 1.135 -2.327 -1.309
O 0.095 -2.738 -3.248
N -2.916 -0.909 -0.482
C -3.777 -0.206 -1.445
C -4.071 1.270 -1.118
C -4.916 1.631 0.082
N -3.635 2.226 -1.825
C -3.594 -1.747 0.517
C -3.836 -0.996 1.829
O -4.688 -2.510 -0.016
C -5.685 -2.665 0.812
N -6.511 -2.962 1.556
H 0.560 -1.413 2.530
H -1.287 -5.543 0.312
H -1.881 -6.510 1.704
H -0.619 -5.265 1.938
H -3.254 -4.223 3.882
H -1.416 -4.474 -1.874
H -2.882 -4.754 -0.965
H -3.804 -2.666 -2.452
H -3.714 -4.304 -3.041
H -2.421 -3.226 -3.496
H 0.297 0.140 -2.700
H -1.389 0.438 -2.957
H -0.954 2.109 -1.426
H -1.109 0.879 -0.146
H 1.174 0.808 0.235
H 1.589 1.287 -1.464
H -3.349 -0.204 -2.447
H -4.750 -0.699 -1.542
H -5.350 2.618 -0.049
H -5.710 0.898 0.251
H -4.300 1.657 0.984
H -3.065 1.879 -2.597
H -4.813 -0.509 1.874
H -3.767 -1.679 2.676
H -3.097 -0.214 1.972
C 5.283 -0.630 -2.741
C 4.316 -0.467 -1.841
C 4.519 0.391 -0.647
O 3.638 0.537 0.172
C 5.833 1.060 -0.492
C 6.798 0.897 -1.393
C 6.599 0.040 -2.589
O 7.478 -0.107 -3.411
H 5.159 -1.252 -3.618
H 3.349 -0.951 -1.931
H 5.954 1.684 0.386
H 7.764 1.376 -1.302
C 3.272 6.547 2.735
C 3.597 5.452 2.052
C 4.934 4.823 2.200
O 5.236 3.827 1.576
C 5.890 5.459 3.139
C 5.564 6.554 3.821
C 4.228 7.184 3.673
O 3.931 8.180 4.297
H 2.304 7.022 2.641
H 2.911 4.970 1.362
H 6.859 4.985 3.232
H 6.247 7.034 4.510
*
```



Please write out number 3 again, unchanged.
This record from the Open Molecules 2025 dataset describes a 2-piece molecular cluster, C29H33FO4S2 overall at a distorted geometry. The level of theory is ωB97M-V/def2-TZVPD.

The electronic energy comes out at -63182.44231 eV. The HOMO energy comes out at -6.97 eV. Its HOMO-LUMO gap is 4.85 eV.

```
! RIJCOSX wB97M-V def2-TZVPD def2/J DEFGRID3
* xyz 0 1
C -5.433 3.082 3.235
C -4.597 2.098 2.467
C -3.935 1.070 3.140
C -3.209 0.080 2.464
C -2.616 -0.996 3.335
C -3.051 0.153 1.066
C -2.250 -0.881 0.288
C -2.935 -2.255 0.255
C -0.753 -1.017 0.710
C -0.045 0.256 0.688
C 1.270 0.518 1.057
C 1.783 1.848 0.829
C 0.954 2.864 0.104
C 3.050 2.190 1.263
C 3.889 1.279 1.913
C 5.261 1.693 2.362
C 3.402 -0.012 2.118
C 2.156 -0.438 1.691
C 1.795 -1.870 1.919
C -3.720 1.180 0.372
C -3.681 1.287 -1.137
C -4.456 2.138 1.079
H -5.890 3.830 2.578
H -6.234 2.564 3.780
H -4.817 3.604 3.977
H -4.009 1.020 4.225
H -2.403 -1.938 2.812
H -1.686 -0.648 3.828
H -3.334 -1.231 4.140
H -2.195 -0.548 -0.758
H -3.955 -2.143 -0.132
H -2.390 -2.942 -0.407
H -3.009 -2.726 1.242
H -0.698 -1.513 1.686
H -0.283 -1.710 -0.014
H -0.640 1.073 0.296
H 1.506 3.810 0.021
H 0.721 2.521 -0.918
H 0.014 3.075 0.637
H 3.401 3.209 1.096
H 5.774 0.860 2.859
H 5.867 2.017 1.503
H 5.202 2.539 3.062
H 4.055 -0.726 2.630
H 2.679 -2.435 2.240
H 1.058 -1.986 2.722
H 1.428 -2.356 1.011
H -4.260 2.158 -1.468
H -2.663 1.420 -1.536
H -4.131 0.412 -1.629
H -4.948 2.926 0.516
F -0.109 0.403 -2.650
C 0.820 -0.506 -2.288
S 2.472 0.116 -2.548
O 2.391 1.443 -3.118
O 3.331 -0.104 -1.397
C 2.906 -1.143 -3.758
C 2.002 -2.179 -3.950
C 2.215 -3.141 -4.923
C 3.373 -3.060 -5.693
C 4.279 -2.018 -5.503
C 4.045 -1.040 -4.541
S 0.473 -2.111 -3.003
O 0.518 -3.159 -1.998
O -0.690 -1.989 -3.858
H 1.475 -3.917 -5.060
H 3.562 -3.824 -6.445
H 5.188 -1.967 -6.101
H 4.713 -0.205 -4.384
*
```



What is the formula in the first record? C29H33CrN14O7PSSe



What is the formula in the second record? C29H33F6N9O4S3Zr